Entry 1:
Here is a structure of composition C10H22AgF5O3P2 from the OMol25 dataset. Energies are from ωB97M-V with the def2-TZVPD basis set.

Values from the calculation:
Net charge: +1
2S+1: 2
E_LUMO (alpha / beta), eV: -6.159 / -6.238
⟨S²⟩: 0.76
E_HOMO (alpha / beta), eV: -11.78 / -11.62

XYZ file:
```
43
Properties=species:S:1:pos:R:3:forces:R:3:mulliken_charge:R:1
Ag 5.21850 0.55706 0.88248 1.5 -2.9 1.5 0.908
P -0.59388 0.14570 -0.07996 1.9 -1.3 -1.7 0.084
P -1.08738 1.74960 1.33789 1.0 3.8 2.4 0.452
F 4.43013 2.15825 0.11239 -2.0 3.9 -1.5 -0.453
F 2.79159 3.59037 0.89005 1.4 -2.0 -2.6 -0.181
F -2.32392 -0.20521 -2.30924 0.5 1.6 1.8 -0.334
F -2.10957 -2.23032 -0.17349 0.0 2.1 1.7 -0.286
F 2.87604 2.98264 -1.35216 1.3 0.0 3.0 -0.230
O -0.25259 3.04762 1.25721 -0.8 -2.0 -0.5 -0.660
O -0.16253 -1.20003 -1.07048 1.1 0.8 0.2 -0.579
O 2.17543 -1.99087 1.35033 -0.1 0.0 -1.0 -0.549
C 1.50076 -2.71626 0.25546 0.5 -1.1 -0.4 0.094
C -2.48107 2.13070 -1.33182 -0.7 0.0 -0.9 -1.298
C -3.50985 -0.47833 0.57528 -1.8 -0.6 -0.1 -1.257
C 2.12385 1.30848 0.22811 -0.5 1.2 1.4 0.425
C -2.04938 -1.01246 0.59304 -2.9 -2.5 0.6 0.094
C 1.09162 -1.80295 -0.98164 1.4 -1.9 -1.1 -0.372
C 0.40998 -3.72665 0.80496 0.5 -0.7 -0.2 -1.143
C -1.62705 0.81805 -1.55584 -0.6 1.0 -3.6 0.276
C 0.84443 1.26562 -0.73646 2.5 0.8 -1.5 -1.823
C 3.05322 2.58784 -0.02533 -3.4 -0.5 -0.4 0.960
H -0.14932 -3.38007 1.72921 0.6 -0.2 -1.3 0.243
H -0.29332 -4.04901 -0.04118 0.9 0.8 1.3 0.238
H -3.33798 2.04453 -0.59452 1.3 0.1 -0.8 0.198
H 1.24697 0.83960 -1.72890 -1.0 0.1 1.5 0.793
H -1.74520 -1.28794 1.66498 0.0 0.4 -1.6 0.464
H 1.75257 1.40328 1.31117 0.7 0.0 -1.5 0.309
H -3.75261 0.54111 0.98061 0.8 -1.0 -0.3 0.301
H -2.98140 2.35814 -2.34362 0.8 -0.5 1.4 0.428
H -0.84802 1.13800 -2.34255 -0.9 -0.7 1.4 0.474
H -2.43975 2.15772 1.45014 0.1 -0.6 0.0 0.185
H 1.13158 -2.54232 -1.87167 -0.2 1.0 1.3 0.374
H 0.48863 2.30884 -1.05523 0.5 -1.4 1.2 0.564
H 0.22837 -0.40365 0.96655 0.0 0.1 0.2 0.497
H -1.81663 3.04827 -1.14173 -0.9 -1.5 0.1 0.341
H -4.11992 -1.20495 1.23330 1.1 1.0 -0.8 0.360
H -0.78137 1.21275 2.66038 -0.6 -0.3 -0.8 0.109
H 0.96179 -4.68821 1.10066 -0.8 1.4 -0.2 0.383
H 3.03360 -1.75483 0.94292 -0.7 -0.3 0.5 0.285
H 2.02598 -1.15411 -1.20244 -1.4 -0.3 0.4 0.163
H 2.34268 -3.39355 -0.15076 -1.3 1.0 0.2 0.410
H -4.04101 -0.55450 -0.44033 1.3 0.1 1.3 0.313
H 2.77605 0.38206 0.20223 -0.9 0.8 -0.4 -0.563
```
Forces are in eV/Å.

---

Entry 2:
Here is a structure of composition C3H7NO6S2 from the OMol25 dataset. Energies are from ωB97M-V with the def2-TZVPD basis set.

Values from the calculation:
Net charge: 0
E_LUMO, eV: -1.281
E_HOMO, eV: -9.75
Energy relative to the best compared isomer or geometry (same formula, charge and spin), kcal per mole: 10.0

XYZ file:
```
19
Properties=species:S:1:pos:R:3:forces:R:3:mulliken_charge:R:1
S -0.28951 1.17435 0.95312 0.3 2.0 2.0 0.703
S -2.60249 0.44356 -0.78962 2.5 0.5 -0.7 0.820
O -3.10700 -0.58806 0.04057 0.0 -0.3 0.2 -0.351
O -1.24494 0.29133 3.87570 0.3 -0.3 0.2 -0.536
O -0.95327 1.93682 2.27485 0.6 -0.1 -0.7 -0.348
O -1.80168 1.50745 0.00673 -0.9 -0.3 -0.6 -0.270
O -0.36437 -0.21303 1.28541 -0.1 -0.8 0.0 -0.519
O -0.81473 -0.26434 -1.70961 -0.6 -0.8 -0.6 -0.658
N 0.98512 0.66377 -0.77957 0.5 -0.5 -0.9 -0.523
C -1.86732 1.20987 3.05603 -1.0 -0.3 0.2 -0.036
C 0.49991 -0.12536 -1.67061 -1.7 0.8 0.7 0.951
C 1.26270 -0.90374 -2.70117 -0.1 0.1 0.1 -1.112
H -2.58230 0.71273 2.37738 0.1 0.2 0.2 0.200
H -0.80320 -0.34756 3.29463 -0.2 0.0 0.2 0.370
H 0.65129 -1.02975 -3.59194 0.0 0.0 0.0 0.309
H -2.38861 1.92488 3.70045 0.1 -0.1 -0.2 0.249
H 2.18865 -0.39092 -2.95159 0.1 0.0 0.0 0.362
H 1.99383 0.73598 -0.73966 0.1 0.0 -0.2 0.127
H 1.49115 -1.88736 -2.29162 0.0 0.0 0.0 0.263
```
Forces are in eV/Å.

---

Entry 3:
Here is a cluster of 12 separate species, C44H56N14O2 in total from the OMol25 dataset. Energies are from ωB97M-V with the def2-TZVPD basis set.

Values from the calculation:
SMILES string: C=CCN1C(=O)c2c(C=C)c(-c3ccccc3)c(CCN)c(CN)c2C1=O.CC#N.CC#N.CC#N.CC#N.CC#N.CC#N.CC#N.CC#N.CC#N.CC#N.CC#N
Net charge: 0
E_LUMO, eV: -0.846
E_HOMO, eV: -8.32

XYZ file:
```
116
Properties=species:S:1:pos:R:3:forces:R:3:mulliken_charge:R:1
O -1.56644 1.80608 1.22966 -3.2 -3.2 0.0 -0.557
O -4.33921 -1.89014 2.36219 2.1 3.0 -2.6 -0.626
N -3.15313 -5.11853 0.17859 -0.1 0.2 -0.8 -0.582
N -0.23243 -4.11661 -1.42574 0.0 -1.6 -0.4 -0.281
N -7.09587 3.02761 4.72364 0.2 -5.5 0.2 -0.450
N 4.95365 1.10423 -2.12230 0.4 3.1 -2.1 -0.439
N 3.73068 -3.37120 -1.22306 -1.8 2.7 1.9 -0.513
N 1.22715 -2.10080 11.85590 0.9 0.6 -3.6 -0.445
N 3.65526 -0.96328 17.12066 -2.6 0.6 -2.7 -0.380
N -3.47898 0.32538 1.82501 0.4 0.3 -0.4 0.320
N 0.99473 -0.51235 6.24620 -2.6 0.6 -2.6 -0.384
N -1.16280 5.02598 -5.28436 -1.2 0.6 -3.7 -0.472
N 3.44984 -1.71667 -7.95999 0.3 -3.8 0.0 -0.445
N 4.74060 0.71721 9.57146 -3.2 2.0 0.4 -0.435
N 4.37432 4.11366 -7.37883 0.2 -3.8 0.1 -0.526
N 1.70141 2.58840 -5.11014 0.4 3.7 -0.8 -0.291
C -2.32036 0.82695 1.04257 2.5 -0.4 -1.8 -0.082
C -0.90107 -4.73367 -2.63149 -0.3 0.1 -0.3 -0.763
C -4.56520 2.56001 2.28907 1.0 2.6 -1.4 -0.025
C 3.75986 1.36303 9.69012 2.1 -1.4 -0.3 0.378
C -2.21408 -2.57431 -2.05275 -0.4 1.9 0.7 1.034
C -3.00584 -1.45070 0.20682 2.1 0.4 -2.5 -0.145
C 1.81518 -0.53019 15.22151 0.7 -0.2 0.6 -0.543
C 1.89115 5.22432 -5.55006 0.1 -0.7 0.0 -0.874
C -4.03181 3.77479 1.78689 -1.2 -1.9 0.8 -0.760
C -3.70475 -1.13367 1.59878 -0.5 -1.2 -0.6 -0.083
C 1.78044 3.75071 -5.30555 -0.2 -2.3 0.3 0.379
C -7.04789 1.83063 4.77118 -0.3 4.3 -0.1 0.432
C 2.84484 -0.77257 16.28396 1.7 -0.4 1.8 0.275
C -1.86621 5.43409 -7.83787 0.3 -0.2 0.9 -0.861
C -0.54489 1.25843 -1.72580 1.6 -0.1 -0.9 -0.416
C -1.32678 -0.09046 -1.48050 -1.2 -1.5 1.6 0.612
C 4.46341 1.43506 -7.30947 0.0 0.9 0.0 -0.614
C 4.41375 2.93339 -7.34909 -0.1 2.5 0.0 0.323
C -2.15231 -0.20179 -0.15709 -0.7 -2.5 -1.3 -0.227
C 0.18351 -0.32139 5.41018 1.7 -0.4 1.8 0.096
C 3.20671 -2.49908 -0.62312 1.1 -1.8 -1.3 0.309
C 1.41710 -1.58599 -5.50974 -2.8 1.7 0.6 -0.531
C -3.04873 -2.68392 -0.72515 1.6 2.8 -0.5 0.366
C 1.49791 -1.94408 10.71736 -0.5 -0.4 2.5 0.333
C 3.53822 -4.39282 -7.88658 0.0 0.9 0.0 -0.859
C 5.28610 3.31678 -3.59754 -0.1 -0.8 0.5 -0.435
C 0.77321 -1.88318 -4.10914 -2.1 2.8 -3.1 -0.030
C 5.10022 2.07895 -2.77202 -0.3 -2.1 1.4 0.364
C 0.67251 1.39872 -2.43290 -1.7 -0.7 0.8 -0.622
C 0.75745 -0.61929 -6.57180 -2.0 -0.5 3.1 -0.245
C 2.51284 2.18116 9.84033 0.7 -0.5 -0.1 -0.727
C 3.48892 -2.89572 -7.92830 0.0 2.5 -0.2 0.507
C -1.47266 5.20613 -6.40948 0.5 -0.4 2.5 0.491
C -3.93489 -3.94751 -0.32540 -0.4 1.0 -0.1 -0.929
C -2.17421 -3.80560 -3.10395 0.7 0.3 1.4 -0.883
C -0.84636 -0.07904 4.34826 0.6 -0.1 0.7 -0.374
C -6.99823 0.33338 4.83685 0.0 0.9 -0.1 -0.679
C 2.53790 -1.39276 0.13710 0.4 -0.7 -0.4 -0.271
C -4.58178 1.23443 1.36386 -1.7 2.1 1.5 -0.345
C -0.60637 0.04743 -6.26690 1.6 -2.5 3.5 -0.622
C -1.38554 -1.30001 -2.44194 -0.8 0.1 2.2 0.560
C -1.24633 -0.24291 -4.88976 2.7 -1.3 -0.8 -0.355
C 1.84130 -1.74474 9.27166 -0.2 -0.1 0.9 -0.605
C -0.57588 -1.18401 -3.82069 0.3 0.6 -2.2 0.166
H 1.30125 -0.88320 8.87673 0.0 -0.1 0.0 0.136
H -2.00506 -3.45782 -4.17860 -0.5 -0.3 1.6 0.354
H 2.28390 5.72016 -4.66061 0.0 -0.1 0.0 0.289
H -7.58218 -0.09340 4.01990 0.1 0.1 0.1 0.252
H 0.91067 5.63559 -5.78199 0.2 -0.2 0.2 0.237
H -0.99187 2.20419 -1.24133 0.4 -1.7 -1.1 0.238
H 6.25626 3.28939 -4.09617 -0.1 0.0 0.1 0.287
H 1.95587 1.85037 10.71863 0.1 0.0 -0.1 0.241
H -4.59662 -4.26438 -1.20649 1.0 0.6 1.0 0.329
H 2.96813 -4.80588 -8.72015 0.0 0.1 0.1 0.287
H 0.63720 -3.64000 -1.69535 -0.5 -0.5 0.3 -0.138
H 1.89615 -1.81196 0.91394 0.1 0.0 -0.1 0.270
H -2.25510 0.25182 -4.63683 1.9 -0.9 -0.3 0.286
H 2.41799 -2.04366 -5.78303 -1.6 0.7 0.6 0.287
H 1.23624 -0.37286 -7.58047 -0.5 -0.7 1.8 0.312
H 0.85269 -0.93467 15.53817 0.1 0.0 0.0 0.255
H -1.33523 -5.76288 -2.39882 0.8 1.3 -0.1 0.404
H -0.54370 -0.56586 3.41960 0.0 0.0 0.1 0.115
H -1.45187 4.64482 -8.46720 0.0 0.1 0.1 0.265
H -1.80899 -0.48380 4.66509 0.1 0.0 0.0 0.249
H -5.00823 2.57966 3.36042 1.0 -0.4 -2.1 0.050
H 1.06293 2.40179 -2.83599 -0.7 -1.7 1.3 0.132
H 2.56468 5.41131 -6.38907 0.0 -0.2 0.1 0.314
H -4.47316 1.57929 0.27754 0.0 -0.7 1.3 0.309
H 1.88471 2.06562 8.95532 0.1 0.0 0.0 0.228
H 4.49964 3.38105 -4.35202 0.0 -0.1 0.1 -0.099
H -2.95353 5.42843 -7.92833 0.1 0.0 0.1 0.323
H 1.56453 -2.63076 8.69847 0.0 0.1 0.1 0.325
H 1.26275 -2.56197 -3.33607 -0.6 1.1 -1.4 0.209
H -5.96481 -0.00796 4.75235 -0.1 0.1 0.0 0.197
H 2.77218 3.23438 9.95845 0.0 -0.1 0.0 0.326
H -1.16513 0.76444 -6.95606 1.1 -1.2 0.9 0.314
H -7.41050 -0.00993 5.78697 0.0 0.1 -0.1 0.326
H 1.71023 0.54134 15.04409 0.1 -0.1 0.1 0.244
H -4.64579 -3.62138 0.51754 1.1 -0.3 -1.3 0.307
H 3.11014 -4.75179 -6.94902 0.0 0.1 -0.1 0.275
H 5.49806 1.09588 -7.38096 -0.1 0.1 0.0 0.366
H -5.62338 0.77862 1.48697 1.6 0.2 -0.2 0.402
H 2.91362 -1.57197 9.16473 -0.1 0.0 0.1 0.247
H 5.23946 4.19998 -2.95832 0.0 -0.1 0.0 0.317
H 3.29100 -0.75461 0.60210 0.0 -0.1 -0.1 0.383
H -2.17025 -5.08080 -0.13387 -0.9 0.0 0.1 0.284
H -1.48527 6.39834 -8.17817 0.0 -0.1 0.1 0.293
H -3.12788 -4.43081 -2.99809 1.3 1.1 -0.3 0.346
H 2.11749 -1.01703 14.29253 0.0 0.0 0.1 0.150
H -3.70350 3.90632 0.68972 -0.4 -0.5 2.0 0.190
H -3.61122 -5.96279 -0.20161 0.7 0.6 0.4 0.295
H -0.02662 -4.85069 -0.72038 0.2 0.8 -0.9 0.249
H 1.32203 0.48746 -2.70483 -1.4 1.5 0.1 0.070
H 1.92994 -0.79059 -0.54109 0.1 -0.1 0.0 -0.135
H -3.95486 4.71428 2.44539 -0.3 -1.7 -1.1 0.253
H 4.57274 -4.73190 -7.95911 -0.1 0.1 0.0 0.302
H -0.14407 -4.85584 -3.47935 -1.2 0.2 1.0 0.305
H 4.03401 1.07408 -6.37300 -0.1 0.1 -0.1 0.167
H -0.95192 0.99254 4.17027 0.0 -0.1 0.0 0.287
H 3.89515 1.02208 -8.14385 0.0 0.1 0.1 0.280
```
Forces are in eV/Å.

---

Entry 4:
Here is a cluster of 2 separate species, C13H21N3O8 in total from the OMol25 dataset. Energies are from ωB97M-V with the def2-TZVPD basis set.

Values from the calculation:
SMILES string: O=C(O)C1=C[C@H](O)[C@@H](O)CO1.CNC(=O)[C@H](CC(N)=O)NC(C)=O
Net charge: 0
E_LUMO, eV: -0.005
E_HOMO, eV: -9.10

XYZ file:
```
45
Properties=species:S:1:pos:R:3:forces:R:3:mulliken_charge:R:1
O -4.86264 -2.95087 2.84576 -0.2 0.7 -0.2 -0.410
O 4.02477 1.61784 0.39703 -0.3 0.4 -0.1 -0.678
O -1.22591 -2.11189 0.99136 0.2 -0.3 0.0 -0.577
O -6.81311 -0.96572 2.80473 1.1 -0.2 -0.2 -0.416
O 3.14842 3.46603 -3.70927 0.3 0.3 0.1 -0.724
O -1.75195 -4.82429 2.07903 -0.2 0.2 0.0 -0.583
O -5.26775 0.52139 2.08887 -0.6 -1.3 0.4 -0.586
O 1.30786 -0.05427 -0.59819 0.7 -0.2 -0.6 -0.728
N 4.73162 2.06727 -1.67765 0.0 0.3 -1.2 -0.056
N -0.31648 0.63794 0.68580 -1.3 0.2 1.0 -0.198
N 1.92398 2.10359 -2.41520 -0.5 -0.4 0.9 -0.079
C 2.38368 2.58246 -1.10411 -0.1 -0.2 -0.3 -0.040
C -3.82332 -3.93658 3.00226 0.4 0.1 -0.2 -0.542
C -5.55783 -0.61627 2.43354 0.1 1.5 -0.3 0.253
C 6.08625 1.54209 -1.51791 -0.5 0.1 0.4 -0.970
C 2.32263 2.56989 -3.59534 0.4 0.4 -0.9 0.878
C 1.28693 2.30213 -0.04909 0.6 -0.1 -0.2 -1.221
C -2.11470 -2.40673 2.07333 -0.2 -0.2 -0.3 0.503
C 1.72606 1.91974 -4.82146 0.0 0.0 0.1 -1.263
C -4.50412 -1.66597 2.45793 3.0 -1.3 -0.4 -0.107
C 0.78324 0.86442 0.00663 1.2 0.2 -1.1 0.590
C -3.19875 -1.37200 2.08004 -2.5 -0.2 0.6 -0.143
C 3.78969 2.05144 -0.72581 0.1 -1.0 1.1 0.454
C -2.74256 -3.79782 1.92747 0.4 0.2 -0.1 0.063
H 2.49778 3.66580 -1.16911 -0.1 0.1 -0.1 0.413
H 0.43444 2.94363 -0.26888 0.0 0.1 0.0 0.482
H -1.56571 -2.34890 3.02028 0.1 -0.2 0.0 0.131
H -2.94475 -0.36322 1.77006 -0.2 -0.1 0.1 0.454
H 6.04011 0.52531 -1.12267 0.1 0.1 0.0 0.313
H -7.33472 -0.15540 2.71854 -0.1 0.1 0.0 0.357
H 2.20606 2.32898 -5.70946 0.0 0.0 0.2 0.335
H 1.89061 0.84450 -4.77914 -0.1 -0.1 -0.1 0.339
H -1.22066 -4.90767 1.26756 -0.5 0.1 0.4 0.366
H -3.21384 -3.89015 0.94249 0.0 0.2 0.0 0.225
H -4.26729 -4.93437 2.93610 -0.2 0.4 0.0 0.319
H -0.41659 -2.65300 1.05253 -0.5 0.3 0.1 0.306
H -0.76862 1.37620 1.18738 -0.2 0.0 0.2 0.164
H -0.66471 -0.31431 0.68268 -0.2 0.1 0.2 0.311
H 0.65842 2.12842 -4.85502 -0.1 -0.1 -0.1 0.324
H 1.65856 2.57228 0.93912 0.1 0.0 0.0 0.400
H 4.47971 2.49216 -2.56302 0.1 0.1 0.1 0.217
H 6.59956 1.53013 -2.48024 -0.2 0.1 0.1 0.348
H -3.37241 -3.83965 3.99504 0.0 0.1 0.0 0.324
H 1.32329 1.29154 -2.40795 0.2 -0.1 0.2 0.168
H 6.64474 2.16391 -0.81607 0.1 -0.1 0.0 0.282
```
Forces are in eV/Å.

---

Quick rundown of E, same order as above: -53018.1314; -38666.9553; -71477.2379; -34672.9920 eV